# 1
{"formula": "C7H10", "method": "the ωB97M-V functional and the def2-TZVPD basis", "species": ["C", "C", "C", "C", "C", "C", "C", "H", "H", "H", "H", "H", "H", "H", "H", "H", "H"], "xyz": [[-0.448, -1.801, -1.680], [-0.532, -3.160, -1.963], [0.421, -0.193, -0.278], [0.021, -1.478, -0.399], [0.004, 2.807, 1.970], [0.379, 1.991, 0.809], [-0.003, 0.668, 0.748], [-0.183, -1.210, -2.556], [-0.612, -3.741, -1.054], [-0.539, -3.569, -3.051], [1.063, 0.226, -1.122], [0.423, -2.140, 0.419], [0.828, 3.554, 2.293], [-0.129, 2.137, 2.826], [-0.917, 3.270, 1.596], [0.953, 2.335, -0.066], [-0.730, 0.305, 1.508]], "forces_ev_per_a": [[2.1, -3.6, -1.5], [-0.6, 1.0, -1.1], [1.0, 3.9, -0.2], [0.5, -1.4, 0.1], [1.7, 0.7, 0.3], [0.7, -1.2, -0.6], [0.1, -0.2, 0.6], [-0.8, 0.8, 0.5], [0.0, -0.9, -0.5], [-0.2, 0.6, 2.3], [-1.2, -0.2, 0.9], [-1.7, 0.1, -0.7], [-1.6, -0.9, -0.9], [-0.5, 0.3, -0.2], [-0.1, 0.5, 0.8], [-0.2, 0.3, 0.6], [0.8, 0.0, -0.5]], "lowdin_spin": [0.02, 0.27, 0.14, 0.24, 0.04, 0.19, 0.04, 0.00, 0.01, 0.01, 0.01, 0.01, 0.00, 0.00, 0.02, 0.01, 0.00], "orbital_gap_ha": [0.25603, 0.31652], "homo_ev": [-12.60, -14.95], "de_lowest_kcal_mol": 34.6, "total_charge": 1, "multiplicity": 2, "mol_weight_g_mol": 94.16, "lumo_energy_ev": [-5.636, -6.342], "largest_force_ev_per_a": 4.42}



# 2
{"formula": "C7H10AlClNO3P", "method": "the ωB97M-V functional and the def2-TZVPD basis", "species": ["C", "C", "C", "C", "C", "N", "C", "C", "O", "O", "P", "O", "Cl", "H", "H", "H", "H", "H", "H", "H", "H", "H", "H", "Al"], "xyz": [[-2.163, 2.296, -2.051], [-2.327, 1.405, -1.272], [-2.480, 0.230, -0.412], [-1.379, -0.789, -0.826], [-0.722, -1.523, 0.372], [0.038, -0.674, 1.277], [1.118, 0.001, 0.724], [1.539, 1.087, 1.767], [0.725, 1.956, 1.924], [2.650, 1.013, 2.403], [2.586, -1.229, 0.318], [2.336, -1.854, -1.111], [4.346, -0.274, 0.108], [-1.773, 2.930, -2.810], [-2.468, 0.515, 0.642], [-3.451, -0.196, -0.672], [-1.844, -1.555, -1.451], [-0.656, -0.268, -1.473], [-0.108, -2.378, 0.057], [-1.539, -1.947, 0.964], [-0.553, -0.055, 1.835], [0.891, 0.538, -0.230], [1.416, -1.730, -1.415], [3.819, 2.503, 1.333]], "forces_ev_per_a": [[0.8, 0.1, -0.6], [-0.2, -0.6, 0.8], [0.0, 0.3, -0.8], [-0.1, -0.1, -0.1], [-0.8, -0.1, 0.4], [-0.3, 0.7, -2.2], [-1.5, 1.1, 2.4], [0.8, 0.2, 1.3], [-1.0, 0.2, -1.0], [1.1, 0.1, -1.7], [1.7, -0.1, -0.9], [-0.1, 0.9, 0.7], [-0.8, -0.6, 0.0], [-0.4, 0.4, 0.0], [0.0, -0.1, 0.0], [-0.1, -0.1, 0.5], [0.2, 0.0, 0.0], [0.2, -0.2, 0.2], [0.1, 0.1, 0.0], [0.1, -0.1, 0.0], [0.4, -0.3, 0.8], [0.4, -1.0, -0.6], [0.0, -0.5, -0.4], [-0.4, -0.4, 1.0]], "lowdin_charge": [0.17, -0.12, -0.17, -0.15, -0.16, 0.05, -0.30, -0.77, 0.16, -0.19, 0.87, -0.20, 0.47, 0.05, 0.12, 0.13, 0.14, 0.10, 0.12, 0.15, 0.17, 0.18, 0.10, 1.06], "orbital_gap_ha": 0.11654, "homo_ev": -16.07, "de_lowest_kcal_mol": 7.0, "total_charge": 2, "mol_weight_g_mol": 249.57, "lumo_energy_ev": -12.898, "largest_force_ev_per_a": 3.04}



# 3
{"formula": "C7H10BrI", "method": "the ωB97M-V functional and the def2-TZVPD basis", "species": ["C", "C", "C", "C", "C", "C", "C", "Br", "I", "H", "H", "H", "H", "H", "H", "H", "H", "H", "H"], "xyz": [[0.103, 1.392, -0.731], [1.324, 0.583, -0.326], [-0.214, 0.384, 1.431], [-1.297, -0.611, -0.529], [-0.978, 0.707, 0.179], [0.834, -0.485, 0.649], [-0.064, -1.443, -0.002], [-0.497, -2.986, 1.130], [1.069, -2.544, -1.753], [0.006, 2.452, -0.762], [-0.042, 1.135, -1.813], [1.648, -0.049, -1.248], [2.167, 1.124, 0.069], [0.406, 1.254, 1.644], [-0.611, 0.148, 2.365], [-2.267, -1.056, -0.274], [-1.335, -0.512, -1.583], [-1.818, 1.394, 0.318], [1.565, -0.887, 1.237]], "forces_ev_per_a": [[-1.2, -1.8, -1.1], [1.3, -1.7, -2.3], [2.6, 1.3, -1.5], [0.0, -0.9, 1.7], [-1.4, 1.7, -1.3], [-1.8, 1.9, 0.5], [-0.4, -2.1, -2.3], [-0.2, 0.7, 0.1], [-0.7, 0.6, 0.7], [0.8, 0.9, 0.8], [-0.4, 0.2, 0.9], [0.1, 1.6, 1.4], [0.3, 0.2, 0.2], [-0.2, 0.4, 0.4], [-1.2, -1.3, 1.0], [0.4, -0.1, 0.4], [0.3, 0.1, -1.0], [-0.2, -0.4, -0.1], [2.0, -1.3, 1.4]], "lowdin_charge": [-0.13, -0.18, -0.10, -0.18, -0.30, -0.42, -1.00, 0.63, 0.66, 0.10, 0.12, 0.04, 0.11, 0.12, 0.10, 0.11, 0.08, 0.14, 0.10], "orbital_gap_ha": 0.32741, "homo_ev": -9.00, "de_lowest_kcal_mol": 10.4, "total_charge": 0, "mol_weight_g_mol": 300.96, "lumo_energy_ev": -0.093, "largest_force_ev_per_a": 3.28}



# 4
{"formula": "C7H10Cl10F12NO4PS2V", "method": "the ωB97M-V functional and the def2-TZVPD basis", "species": ["V", "P", "F", "F", "F", "F", "F", "F", "C", "F", "F", "F", "S", "O", "O", "N", "S", "O", "O", "C", "F", "F", "F", "C", "Cl", "Cl", "H", "H", "C", "Cl", "Cl", "H", "H", "C", "Cl", "Cl", "H", "H", "C", "Cl", "Cl", "H", "H", "C", "Cl", "Cl", "H", "H"], "xyz": [[2.104, 0.257, -0.508], [4.134, -3.122, -0.635], [4.238, -3.176, -2.267], [5.308, -4.248, -0.756], [5.350, -2.051, -0.707], [4.030, -3.062, 0.986], [3.207, -1.882, -0.692], [2.962, -4.271, -0.678], [-1.445, -1.373, 0.649], [-2.670, -1.900, 0.369], [-1.641, -0.427, 1.592], [-0.606, -2.249, 1.144], [-0.693, -0.585, -0.900], [0.464, -1.438, -1.192], [-1.797, -0.490, -1.831], [0.191, 0.873, -0.433], [-0.994, 1.960, -0.555], [-0.998, 2.594, -1.867], [-2.325, 1.597, -0.066], [-0.450, 3.447, 0.617], [-0.354, 2.915, 1.839], [0.724, 4.090, 0.346], [-1.414, 4.381, 0.475], [-1.197, -0.419, 4.884], [-1.456, 0.550, 6.305], [-2.439, -1.773, 4.614], [-1.285, 0.205, 3.995], [-0.231, -0.920, 4.957], [3.056, 5.251, 2.794], [1.454, 5.342, 3.724], [3.960, 6.692, 3.166], [3.588, 4.436, 3.285], [2.883, 5.120, 1.726], [0.128, 4.555, -4.577], [0.667, 3.126, -5.518], [1.378, 5.233, -3.556], [-0.229, 5.321, -5.265], [-0.581, 4.238, -3.813], [-5.257, -2.003, -3.179], [-6.683, -0.938, -3.346], [-5.105, -3.007, -4.661], [-4.335, -1.475, -2.934], [-5.540, -2.687, -2.379], [0.032, -5.639, 0.814], [1.285, -5.535, 2.016], [-1.413, -6.515, 1.595], [-0.269, -4.669, 0.419], [0.265, -6.330, 0.004]], "forces_ev_per_a": [[-0.5, -2.4, -0.7], [5.0, -5.0, -1.8], [-1.7, 0.8, -0.2], [-0.8, -0.4, 1.9], [0.3, 0.9, 1.0], [0.4, -0.2, -0.8], [-4.1, 3.8, -0.2], [0.4, 1.6, 0.3], [-2.0, 0.9, 1.6], [2.2, 0.4, -0.1], [0.3, -0.4, -0.7], [-0.2, -0.3, -0.5], [-0.2, -1.6, -1.3], [0.4, 1.2, 0.3], [2.2, 0.3, 1.2], [-1.8, -2.2, -0.1], [-3.1, 6.2, -1.2], [0.8, -1.2, 1.3], [2.8, -0.4, 0.0], [0.0, 0.2, -0.6], [-0.3, 0.7, -0.2], [-0.9, -1.3, -0.1], [0.9, -1.5, 0.6], [-0.5, -1.0, -0.8], [-0.2, 0.0, 0.2], [0.8, 1.0, 0.4], [0.1, -0.1, 0.3], [-0.2, 0.1, 0.0], [-0.8, -0.2, 1.5], [0.8, -0.3, -1.0], [0.3, 0.4, -0.4], [-0.2, -0.1, -0.5], [-0.1, 0.1, 0.3], [-0.3, -0.5, 0.3], [-0.1, 0.5, 0.3], [0.9, 0.3, 0.1], [0.0, -0.3, 0.2], [-0.4, -0.2, -0.8], [-0.9, -0.8, 0.0], [0.6, 0.2, 0.1], [0.3, 0.4, 0.5], [-0.3, 0.1, -0.4], [0.3, 0.1, -0.1], [-1.2, -1.3, 0.2], [0.3, 0.3, -0.2], [0.5, 0.9, -0.6], [0.0, -0.2, 0.4], [0.5, 0.3, 0.2]], "lowdin_spin": [2.94, 0.00, 0.00, 0.00, 0.00, 0.00, 0.02, 0.00, 0.00, 0.00, 0.00, 0.00, 0.01, 0.01, 0.01, 0.00, 0.01, 0.00, 0.00, 0.00, 0.00, 0.00, 0.00, 0.00, 0.00, 0.00, 0.00, 0.00, 0.00, 0.00, 0.00, 0.00, 0.00, 0.00, 0.00, 0.00, 0.00, 0.00, 0.00, 0.00, 0.00, 0.00, 0.00, 0.00, 0.00, 0.00, 0.00, 0.00], "orbital_gap_ha": [0.23559, 0.24483], "homo_ev": [-10.75, -10.75], "de_lowest_kcal_mol": 69.1, "total_charge": 0, "multiplicity": 4, "mol_weight_g_mol": 900.72, "lumo_energy_ev": [-4.343, -4.091], "largest_force_ev_per_a": 7.34}



# 5
{"formula": "C7H10Cl2N2O", "method": "the ωB97M-V functional and the def2-TZVPD basis", "species": ["C", "C", "C", "C", "C", "C", "C", "N", "N", "O", "Cl", "Cl", "H", "H", "H", "H", "H", "H", "H", "H", "H", "H"], "xyz": [[3.463, 0.474, 1.153], [4.081, -0.772, 0.699], [2.522, 0.656, 0.152], [-4.004, 0.785, -0.470], [1.776, -0.574, -1.799], [-3.221, -0.351, 0.196], [-0.826, -0.036, 0.249], [3.581, -1.301, -0.335], [2.537, -0.410, -0.702], [-1.883, -0.507, -0.360], [-0.855, 1.629, 0.759], [-0.165, -1.072, 1.534], [3.347, 0.840, 2.133], [4.787, -1.380, 1.158], [1.610, 1.402, 0.144], [-5.060, 0.686, -0.257], [-3.698, 1.885, -0.106], [-3.759, 0.832, -1.503], [1.514, -1.623, -2.087], [1.175, 0.312, -2.045], [-3.629, -1.306, 0.115], [-3.294, -0.168, 1.372]], "forces_ev_per_a": [[-0.7, -1.9, -2.5], [-0.2, 1.7, 2.4], [-2.0, 1.3, 1.1], [1.3, 2.1, 1.5], [-1.3, -0.7, -0.8], [-0.1, 2.3, 2.8], [0.2, -0.3, 1.0], [-2.6, 0.4, -2.7], [2.0, 0.1, 1.0], [-0.4, 0.2, 0.0], [-0.1, 0.3, -0.1], [-0.1, 0.2, -0.5], [0.6, 0.7, 0.8], [1.5, -0.5, 1.1], [2.3, -1.7, -0.2], [-0.2, -0.1, -0.2], [-0.5, -2.6, -0.4], [-0.3, -0.3, -1.1], [0.4, 1.3, 0.1], [0.2, -0.8, -0.1], [-1.0, -1.4, -0.7], [1.0, -0.3, -2.3]], "lowdin_charge": [-0.04, -0.19, -0.14, -0.09, 0.03, -0.24, -1.13, 0.10, -0.23, -0.20, 0.64, 0.60, 0.07, 0.08, 0.10, 0.07, 0.10, 0.06, 0.09, 0.07, 0.09, 0.16], "orbital_gap_ha": [0.23918, 0.32436], "homo_ev": [-7.14, -8.71], "de_lowest_kcal_mol": 79.9, "total_charge": 0, "mol_weight_g_mol": 209.08, "lumo_energy_ev": [-0.628, 0.113], "largest_force_ev_per_a": 3.76}



# 6
{"formula": "C7H10Cl2O3S", "method": "the ωB97M-V functional and the def2-TZVPD basis", "species": ["C", "C", "Cl", "C", "Cl", "C", "C", "C", "C", "O", "S", "O", "O", "H", "H", "H", "H", "H", "H", "H", "H", "H", "H"], "xyz": [[-2.689, -2.715, -0.812], [-1.496, -1.810, -0.787], [-0.026, -2.594, -1.288], [-1.479, -0.518, -0.411], [-2.924, 0.263, 0.121], [-0.235, 0.325, -0.313], [0.290, 0.346, 1.137], [1.817, 0.358, 1.231], [2.537, 1.460, 0.450], [1.885, 1.887, -0.760], [0.551, 2.799, -0.496], [0.454, 3.642, -1.654], [-0.572, 1.639, -0.793], [-3.439, -2.337, -0.129], [-3.084, -2.814, -1.817], [-2.381, -3.687, -0.437], [0.505, -0.095, -0.979], [-0.052, -0.570, 1.615], [-0.172, 1.153, 1.695], [2.077, 0.499, 2.280], [2.183, -0.627, 0.959], [2.756, 2.327, 1.067], [3.495, 1.073, 0.120]], "forces_ev_per_a": [[0.5, 0.2, 0.5], [-0.4, 0.8, 0.2], [0.1, 0.1, 0.0], [0.3, -0.8, -0.4], [-0.1, -0.1, 0.1], [-0.5, 0.1, 0.4], [0.1, -0.4, -0.2], [-0.3, 0.4, 0.3], [0.4, -0.3, -0.1], [-0.2, 0.0, 0.3], [0.0, -0.1, -0.6], [-0.1, 0.2, 0.1], [0.4, -0.1, 0.1], [-0.3, 0.1, -0.1], [-0.1, -0.1, -0.2], [0.0, -0.2, -0.2], [0.2, -0.1, -0.1], [0.0, -0.1, 0.1], [-0.1, 0.3, 0.0], [0.1, -0.1, 0.1], [0.1, -0.1, -0.3], [-0.2, 0.2, 0.1], [0.1, 0.1, -0.1]], "lowdin_charge": [-0.12, -0.71, 0.71, -0.64, 0.76, -0.41, -0.15, -0.16, -0.23, -0.32, 0.95, -0.37, -0.32, 0.05, 0.09, 0.07, 0.11, 0.12, 0.12, 0.12, 0.11, 0.11, 0.12], "orbital_gap_ha": 0.36505, "homo_ev": -9.33, "de_lowest_kcal_mol": 0.0, "total_charge": 0, "mol_weight_g_mol": 245.13, "lumo_energy_ev": 0.606, "largest_force_ev_per_a": 0.92}



# 7
{"formula": "C7H10Cl2Si", "method": "the ωB97M-V functional and the def2-TZVPD basis", "species": ["C", "C", "C", "C", "C", "C", "C", "Si", "Cl", "Cl", "H", "H", "H", "H", "H", "H", "H", "H", "H", "H"], "xyz": [[3.065, 0.272, 1.489], [1.594, 0.104, 1.379], [3.567, 0.679, 0.288], [1.188, 0.347, 0.098], [2.385, 0.737, -0.618], [-2.304, -0.902, -2.030], [-2.517, -0.547, 1.187], [-2.013, 0.245, -0.485], [-4.291, -0.922, 1.229], [-2.871, 2.070, -0.936], [3.516, 0.193, 2.524], [0.962, -0.332, 2.081], [4.571, 0.823, -0.143], [2.272, 1.717, -0.914], [2.446, 0.278, -1.555], [-3.091, -1.484, -1.597], [-2.655, -0.450, -2.971], [-1.541, -1.592, -2.309], [-2.198, 0.248, 1.993], [-2.086, -1.485, 1.291]], "forces_ev_per_a": [[0.1, 0.5, 1.0], [0.3, 0.1, -2.2], [-0.5, -1.2, 0.4], [-0.9, -0.5, 2.4], [0.3, -0.2, -0.5], [-0.2, 1.2, 0.7], [-0.6, 3.5, 0.2], [1.7, -0.7, -1.2], [0.3, 0.4, 0.1], [0.2, -0.4, 0.5], [-0.1, 0.0, -1.6], [-0.8, -0.3, 1.6], [-0.5, 0.1, 0.9], [-0.3, 2.8, -0.7], [0.6, -1.2, -1.5], [-0.9, -0.7, -0.1], [0.0, 0.3, 0.7], [0.9, -0.3, 0.2], [-0.8, -1.9, -1.2], [1.3, -1.4, 0.4]], "lowdin_charge": [-0.10, -0.16, -0.08, -0.04, -0.30, -0.23, -0.72, 0.35, 0.47, 0.27, 0.11, 0.05, 0.11, 0.09, 0.10, -0.01, 0.04, 0.01, 0.08, -0.01], "orbital_gap_ha": [0.27530, 0.25965], "homo_ev": [-8.33, -7.93], "de_lowest_kcal_mol": 114.3, "total_charge": 0, "mol_weight_g_mol": 193.15, "lumo_energy_ev": [-0.838, -0.860], "largest_force_ev_per_a": 3.58}



# 8
{"formula": "C7H10ClNO4Ti", "method": "the ωB97M-V functional and the def2-TZVPD basis", "species": ["C", "C", "C", "C", "C", "Ti", "N", "C", "C", "H", "H", "H", "H", "H", "H", "H", "H", "H", "H", "O", "Cl", "O", "O", "O"], "xyz": [[-0.507, -1.640, -1.501], [-1.271, -0.407, -1.463], [-2.208, -0.488, -0.384], [-2.065, -1.781, 0.231], [-1.010, -2.486, -0.455], [-0.117, -0.696, 0.657], [1.629, 0.319, -0.401], [2.120, 1.507, -1.015], [1.157, 2.662, -0.979], [-2.961, 0.257, -0.112], [-1.173, 0.425, -2.164], [-2.650, -2.158, 1.071], [-0.654, -3.485, -0.219], [0.284, -1.904, -2.221], [0.431, 2.763, -1.788], [2.353, 1.390, -2.100], [2.406, -0.357, -0.330], [1.013, 3.255, -0.075], [3.009, 1.942, -0.439], [1.201, 1.255, 3.218], [0.081, 0.302, 3.035], [0.543, -1.904, 1.583], [-0.873, 0.299, 4.135], [-0.738, 0.930, 1.715]], "forces_ev_per_a": [[-1.0, -0.1, 0.2], [-0.6, -0.9, 0.2], [-0.2, -1.0, -1.1], [-0.3, -0.1, -0.9], [-1.0, 0.7, -0.9], [2.2, 0.2, -2.7], [-0.1, -0.8, 0.4], [0.1, 1.0, 0.8], [-0.3, -0.1, -0.1], [0.5, -0.2, 0.0], [0.2, -0.2, 0.5], [0.3, 0.2, -0.2], [0.0, 0.4, 0.1], [-0.4, 0.3, 0.6], [0.0, 0.1, 0.3], [0.5, 0.0, 0.1], [-0.4, 0.5, 0.0], [0.0, -0.3, -0.2], [-0.1, -0.4, -0.9], [-0.8, -0.2, 0.6], [0.1, 2.1, -1.7], [0.9, -1.3, 0.9], [-0.4, 0.6, 0.7], [0.9, -0.3, 3.1]], "lowdin_spin": [0.04, 0.01, 0.00, 0.02, 0.00, 0.84, 0.07, 0.10, 0.72, 0.00, 0.00, 0.01, 0.00, 0.01, 0.05, 0.01, 0.01, 0.05, 0.02, 0.00, 0.01, -0.04, 0.00, 0.06], "orbital_gap_ha": [0.12394, 0.18322], "homo_ev": [2.24, 0.50], "de_lowest_kcal_mol": 0.0, "total_charge": -2, "multiplicity": 3, "mol_weight_g_mol": 255.48, "lumo_energy_ev": [5.613, 5.490], "largest_force_ev_per_a": 3.45}